ORCA calculation (wB97M-V/def2-TZVPD) on a single C20H27NO5 molecule.

Each atom is followed by the atoms it is bonded to, with distances in Å.
Positions of all 53 atoms, in Å:
1 C -0.61 4.22 -0.38  C2 1.493, H27 1.090, H28 1.084, H29 1.090
2 C -0.61 2.77 -0.03  C1 1.493, C3 1.352, N26 1.375
3 C 0.46 1.94 -0.01  C2 1.352, C4 1.467, C10 1.512
4 C 1.83 2.37 -0.35  C3 1.467, O5 1.215, O6 1.341
5 O 2.15 3.49 -0.70  C4 1.215
6 O 2.68 1.34 -0.25  C4 1.341, C7 1.434
7 C 4.06 1.50 -0.60  O6 1.434, C8 1.526, C9 1.526, H30 1.097
8 C 4.21 1.84 -2.08  C7 1.526, H31 1.088, H32 1.087, H33 1.087
9 C 4.77 2.51 0.30  C7 1.526, H34 1.087, H35 1.088, H36 1.086
10 C 0.27 0.47 0.28  C3 1.512, C11 1.504, C17 1.519, H37 1.096
11 C 0.25 -0.30 -1.01  C10 1.504, C12 1.362, O16 1.351
12 C 0.26 0.10 -2.31  C11 1.362, C13 1.419, H38 1.071
13 C 0.20 -1.09 -3.09  C12 1.419, C14 1.362, H39 1.071
14 C 0.16 -2.12 -2.21  C13 1.362, C15 1.488, O16 1.352
15 C 0.09 -3.60 -2.41  C14 1.488, H40 1.086, H41 1.090, H42 1.089
16 O 0.19 -1.65 -0.94  C11 1.351, C14 1.352
17 C -1.03 0.20 1.02  C10 1.519, C18 1.472, C24 1.344
18 C -1.02 -1.10 1.73  C17 1.472, O19 1.209, O20 1.345
19 O -0.03 -1.59 2.21  C18 1.209
20 O -2.23 -1.69 1.77  C18 1.345, C21 1.436
21 C -2.28 -3.01 2.34  O20 1.436, C22 1.525, C23 1.522, H43 1.098
22 C -1.89 -4.03 1.27  C21 1.525, H44 1.086, H45 1.087, H46 1.088
23 C -3.69 -3.23 2.85  C21 1.522, H47 1.087, H48 1.086, H49 1.087
24 C -2.04 1.08 0.96  C17 1.344, C25 1.495, N26 1.382
25 C -3.40 0.94 1.58  C24 1.495, H50 1.090, H51 1.083, H52 1.090
26 N -1.85 2.28 0.31  C2 1.375, C24 1.382, H53 1.009
27 H -0.93 4.81 0.48  C1 1.090
28 H 0.38 4.53 -0.68  C1 1.084
29 H -1.31 4.40 -1.20  C1 1.090
30 H 4.47 0.50 -0.41  C7 1.097
31 H 3.65 1.13 -2.68  C8 1.088
32 H 3.83 2.84 -2.27  C8 1.087
33 H 5.26 1.80 -2.36  C8 1.087
34 H 5.83 2.49 0.09  C9 1.087
35 H 4.60 2.26 1.34  C9 1.088
36 H 4.38 3.51 0.11  C9 1.086
37 H 1.09 0.08 0.89  C10 1.096
38 H 0.30 1.11 -2.67  C12 1.071
39 H 0.20 -1.15 -4.16  C13 1.071
40 H 0.17 -3.82 -3.47  C15 1.086
41 H -0.85 -3.99 -2.03  C15 1.090
42 H 0.90 -4.09 -1.88  C15 1.089
43 H -1.56 -3.05 3.16  C21 1.098
44 H -1.90 -5.03 1.69  C22 1.086
45 H -0.89 -3.81 0.90  C22 1.087
46 H -2.59 -3.98 0.44  C22 1.088
47 H -4.40 -3.13 2.03  C23 1.087
48 H -3.78 -4.22 3.29  C23 1.086
49 H -3.94 -2.49 3.61  C23 1.087
50 H -3.62 1.82 2.18  C25 1.090
51 H -3.45 0.06 2.21  C25 1.083
52 H -4.15 0.85 0.80  C25 1.090
53 H -2.61 2.94 0.33  N26 1.009

Lowest unoccupied orbital energy = 0.711 eV
HOMO-LUMO gap = 8.564 eV
Structure (SMILES) = CC1=C(C(=O)OC(C)C)C(c2ccc(C)o2)C(C(=O)OC(C)C)=C(C)N1
2S+1 = 1
E_HOMO = -7.854 eV

For reference, the natural (NBO) charges in units of e are: number 1, C, carries -0.68; number 2, C, carries 0.29; number 3, C, carries -0.17; number 4, C, carries 0.78; number 5, O, carries -0.65; number 6, O, carries -0.51; number 7, C, carries 0.11; number 8, C, carries -0.64; number 9, C, carries -0.64; number 10, C, carries -0.30; number 11, C, carries 0.31; number 12, C, carries -0.32; number 13, C, carries -0.32; number 14, C, carries 0.28; number 15, C, carries -0.65; number 16, O, carries -0.42; number 17, C, carries -0.19; number 18, C, carries 0.79; number 19, O, carries -0.61; number 20, O, carries -0.53; number 21, C, carries 0.09; number 22, C, carries -0.63; number 23, C, carries -0.62; number 24, C, carries 0.27; number 25, C, carries -0.66; number 26, N, carries -0.58; number 27, H, carries 0.22; number 28, H, carries 0.28; number 29, H, carries 0.22; number 30, H, carries 0.19; number 31, H, carries 0.22; number 32, H, carries 0.23; number 33, H, carries 0.21; number 34, H, carries 0.21; number 35, H, carries 0.21; number 36, H, carries 0.23; number 37, H, carries 0.27; number 38, H, carries 0.23; number 39, H, carries 0.22; number 40, H, carries 0.23; number 41, H, carries 0.22; number 42, H, carries 0.22; number 43, H, carries 0.20; number 44, H, carries 0.21; number 45, H, carries 0.23; number 46, H, carries 0.20; number 47, H, carries 0.21; number 48, H, carries 0.22; number 49, H, carries 0.21; number 50, H, carries 0.21; number 51, H, carries 0.26; number 52, H, carries 0.23; number 53, H, carries 0.40